73
Properties=species:S:1:pos:R:3 method="wB97M-V/def2-TZVPD" total_energy_ev=-41320.32846 charge=-1 multiplicity=1 homo_energy_ev=-2.00 homo_lumo_gap_ev=3.694
N 4.080 -5.660 1.397
C 5.122 -6.094 0.350
C 4.600 -7.431 -0.433
O 4.172 -6.994 -1.803
C 5.712 -8.611 -0.648
F 6.158 -8.780 -2.076
F 5.012 -9.908 -0.315
F 6.889 -8.550 0.248
H 3.544 -6.484 1.746
H 6.133 -6.205 0.926
H 5.206 -5.184 -0.404
H 3.625 -7.880 0.071
H 3.166 -7.029 -1.854
C 4.981 -1.406 2.445
C 5.160 -1.996 3.834
C 6.499 -2.705 3.967
O 4.108 -2.922 4.093
H 5.003 -2.190 1.680
H 4.008 -0.910 2.360
H 5.766 -0.677 2.221
H 5.088 -1.201 4.584
H 6.575 -3.535 3.256
H 6.608 -3.135 4.968
H 7.330 -2.015 3.789
H 4.164 -3.632 3.432
C 0.599 0.283 1.700
C 0.763 -0.519 0.419
C -0.557 -1.127 -0.028
O 1.714 -1.559 0.631
H 0.249 -0.355 2.519
H 1.560 0.704 2.016
H -0.115 1.101 1.565
H 1.157 0.128 -0.373
H -0.948 -1.814 0.730
H -0.422 -1.711 -0.944
H -1.306 -0.351 -0.215
H 1.373 -2.139 1.332
C -3.627 -0.267 -3.428
C -3.686 0.661 -2.226
C -4.582 1.859 -2.494
O -2.371 1.115 -1.914
H -3.214 0.250 -4.302
H -2.968 -1.119 -3.225
H -4.621 -0.646 -3.684
H -4.058 0.111 -1.354
H -4.204 2.452 -3.335
H -4.606 2.525 -1.624
H -5.605 1.544 -2.722
H -2.033 1.605 -2.682
C -1.565 6.059 -1.822
C -1.422 4.557 -2.007
C -0.017 4.185 -2.454
O -2.361 4.110 -2.981
H -1.379 6.589 -2.763
H -2.584 6.314 -1.512
H -0.866 6.432 -1.067
H -1.656 4.046 -1.066
H 0.224 4.648 -3.417
H 0.068 3.102 -2.595
H 0.728 4.502 -1.717
H -2.160 4.558 -3.819
C -6.637 6.158 1.270
C -6.644 4.689 0.877
C -5.557 3.915 1.606
O -6.442 4.576 -0.529
H -5.682 6.629 1.011
H -7.416 6.705 0.729
H -6.806 6.280 2.345
H -7.622 4.252 1.104
H -4.564 4.306 1.358
H -5.566 2.862 1.304
H -5.694 3.970 2.690
H -5.576 4.962 -0.740